{"formula": "C4H9NO", "method": "ωB97M-V with the def2-TZVPD basis set", "symbols": ["C", "C", "N", "H", "H", "H", "H", "H", "C", "C", "O", "H", "H", "H", "H"], "positions_angstrom": [[0.25795, 0.61355, -4.32220], [-0.00580, 2.27886, -5.90716], [-0.27841, 1.10358, -5.57969], [-0.11863, 1.17349, -3.46841], [1.34349, 0.60433, -4.19072], [-0.13215, -0.38847, -4.15439], [-0.54977, 2.75429, -6.72768], [0.69446, 2.99535, -5.45571], [-0.73846, -1.70411, 4.99772], [-0.21872, -1.28322, 6.21025], [0.92797, -1.60367, 6.69330], [-1.73916, -1.51067, 4.63513], [-0.21771, -2.31517, 4.26924], [-0.75880, -0.74875, 6.98411], [1.53374, -1.96939, 6.01619]], "charge": 1, "total_energy_ev": -7820.115, "de_lowest_ev": 3.180, "multiplicity": 2, "e_homo_ev": [-10.98, -10.98]}

=====

{"formula": "C3H8N4O", "method": "ωB97M-V with the def2-TZVPD basis set", "symbols": ["H", "N", "C", "N", "C", "C", "N", "N", "O", "H", "H", "H", "H", "H", "H", "H"], "positions_angstrom": [[-2.05602, 0.95512, -0.28370], [-1.44122, 1.35813, -0.94958], [-0.26311, 0.96567, -0.76211], [0.76565, 1.49717, -1.46707], [0.11785, -0.13190, 0.21682], [-0.68661, -1.13196, 0.90745], [-2.06137, -1.13993, 0.40393], [1.45107, -0.10930, 0.26002], [2.06402, -0.97298, 1.06765], [1.64648, 1.63629, -0.87589], [0.46419, 2.41221, -1.66757], [-0.21668, -2.24102, 1.10888], [-0.76244, -0.83455, 2.01090], [-2.07573, -0.87285, -0.66357], [-2.56989, -2.02012, 0.68597], [3.05020, -0.70449, 1.23966]], "total_energy_ev": -11245.435, "smiles": "[H]/N=C(N)\\C(CN)=N\\O", "de_lowest_ev": 4.189, "e_homo_ev": -9.12}

=====

{"formula": "C35H65F5NO15S", "method": "ωB97M-V with the def2-TZVPD basis set", "symbols": ["C", "C", "O", "C", "C", "C", "O", "O", "C", "C", "C", "C", "C", "C", "C", "C", "O", "C", "C", "S", "O", "O", "C", "F", "F", "C", "F", "F", "F", "C", "C", "C", "O", "N", "C", "O", "H", "H", "H", "H", "H", "H", "H", "H", "H", "H", "H", "H", "H", "H", "H", "H", "H", "H", "H", "H", "H", "H", "H", "C", "C", "O", "H", "H", "H", "H", "H", "H", "C", "C", "O", "H", "H", "H", "H", "H", "H", "C", "C", "O", "H", "H", "H", "H", "H", "H", "C", "C", "O", "H", "H", "H", "H", "H", "H", "C", "C", "O", "H", "H", "H", "H", "H", "H", "C", "C", "O", "H", "H", "H", "H", "H", "H", "C", "C", "O", "H", "H", "H", "H", "H", "H"], "positions_angstrom": [[6.12377, -2.27918, 4.58752], [5.73373, -0.95551, 5.48386], [6.41260, 0.29227, 5.04238], [6.19284, 0.53805, 3.60618], [4.76527, 1.16286, 2.99811], [3.62903, 1.53697, 4.14080], [2.64272, 0.73546, 4.55007], [3.77605, 2.87975, 4.79460], [4.53655, 1.39280, 1.35720], [3.07881, 1.99667, 0.91975], [1.85916, 0.89629, 0.85647], [0.51593, 1.44710, 1.68685], [-0.66982, 0.28486, 1.73615], [-1.94227, 0.70037, 0.74838], [-3.23680, 1.22186, 1.64385], [-4.43077, 0.10536, 1.43504], [-3.89486, -1.18958, 1.96298], [-4.85954, -2.25125, 1.59997], [5.75830, 1.00776, 0.32487], [5.59520, 1.17067, -1.52482], [6.91770, 1.17597, -2.32425], [4.81817, 2.46316, -1.99346], [4.65269, -0.38212, -2.11983], [3.67982, -0.81180, -1.09038], [3.94907, -0.07969, -3.39730], [5.68326, -1.68197, -2.33597], [4.77706, -2.88087, -2.48803], [6.50772, -1.96070, -1.11865], [6.48182, -1.58935, -3.58487], [7.13673, 0.42680, 0.98191], [7.41833, 0.17621, 2.57940], [8.92160, -0.43544, 2.81094], [9.61208, -0.43185, 3.95491], [9.23721, -0.98627, 1.43190], [8.56470, -0.06983, 0.38947], [9.27073, 0.16682, -0.71079], [5.35785, -2.48285, 3.69583], [6.11469, -3.28426, 5.23097], [7.22246, -2.21751, 4.13310], [6.09254, -1.14059, 6.60424], [4.57105, -0.82276, 5.41040], [2.77061, 2.76857, 1.77734], [3.06259, 2.60753, -0.07651], [1.50123, 0.85334, -0.28092], [2.16518, -0.19298, 1.15544], [0.09934, 2.42878, 1.15020], [0.90888, 1.68908, 2.78525], [-0.18840, -0.75870, 1.41631], [-0.97790, 0.17665, 2.86157], [-2.21223, -0.26278, 0.11421], [-1.64119, 1.55127, -0.03090], [-2.92858, 1.17750, 2.78420], [-3.56111, 2.29984, 1.31483], [-5.41579, 0.42025, 1.99006], [-4.62316, -0.02765, 0.26924], [-4.32284, -3.08682, 0.94194], [-5.72059, -1.81678, 0.90726], [-5.40409, -2.72482, 2.54861], [8.97309, -1.98086, 1.26560], [8.82804, 3.70017, -3.21528], [7.88438, 4.88475, -3.23611], [8.61161, 6.08793, -3.03646], [9.36262, 3.65091, -2.26094], [8.28232, 2.76410, -3.36337], [9.58567, 3.79465, -4.00005], [7.14261, 4.79750, -2.43663], [7.35557, 4.94850, -4.19207], [9.26184, 6.16023, -3.75617], [-9.62538, -3.90954, 1.97875], [-8.42534, -4.47922, 2.70642], [-7.67565, -3.43014, 3.30123], [-9.30657, -3.20310, 1.20526], [-10.21159, -4.70527, 1.51063], [-10.27016, -3.35602, 2.66917], [-7.77242, -5.01257, 2.00912], [-8.73636, -5.17673, 3.49019], [-8.26188, -2.96808, 3.92481], [-4.91268, 6.02377, 0.55032], [-3.99766, 5.58284, -0.57329], [-3.77615, 4.18229, -0.49730], [-4.47554, 5.77436, 1.52278], [-5.08989, 7.10212, 0.50864], [-5.87544, 5.50563, 0.49175], [-3.02917, 6.08624, -0.49829], [-4.43366, 5.81702, -1.54930], [-4.64121, 3.74421, -0.57332], [-7.99852, -5.45939, -2.10807], [-8.03201, -3.97263, -1.82072], [-6.88137, -3.59584, -1.07880], [-7.96121, -6.03085, -1.17478], [-8.88124, -5.76694, -2.67569], [-7.10241, -5.72345, -2.67907], [-8.91735, -3.71642, -1.23120], [-8.05628, -3.39390, -2.74918], [-6.10100, -3.81977, -1.61444], [-6.26167, 3.28591, -4.56806], [-5.94226, 3.48527, -3.10095], [-6.51171, 4.70222, -2.64146], [-5.87378, 4.11936, -5.16294], [-5.82582, 2.35403, -4.93902], [-7.34439, 3.25719, -4.72832], [-4.86008, 3.53556, -2.94808], [-6.33813, 2.66246, -2.49777], [-7.47355, 4.64407, -2.77380], [-11.36167, -8.13140, -3.46036], [-11.04226, -7.93204, -1.99326], [-11.61171, -6.71509, -1.53376], [-10.97378, -7.29795, -4.05524], [-10.92582, -9.06328, -3.83132], [-12.44439, -8.16012, -3.62062], [-9.96008, -7.88174, -1.84039], [-11.43813, -8.75485, -1.39008], [-12.57355, -6.77324, -1.66610], [11.98393, 3.46729, -0.01440], [12.89895, 3.02637, -1.13800], [13.12046, 1.62582, -1.06202], [12.42106, 3.21788, 0.95806], [11.80672, 4.54564, -0.05607], [11.02117, 2.94915, -0.07296], [13.86744, 3.52976, -1.06301], [12.46294, 3.26055, -2.11402], [12.25540, 1.18774, -1.13804]], "charge": -1, "total_energy_ev": -93952.769, "e_homo_ev": -5.36}

=====

{"formula": "C31H71F3N9O11STl", "method": "ωB97M-V with the def2-TZVPD basis set", "symbols": ["Tl", "C", "F", "F", "F", "S", "O", "O", "O", "C", "C", "N", "C", "C", "C", "C", "H", "H", "H", "H", "H", "H", "H", "H", "H", "H", "H", "H", "H", "H", "H", "C", "C", "O", "N", "C", "H", "H", "H", "H", "H", "H", "H", "C", "C", "O", "N", "C", "H", "H", "H", "H", "H", "H", "H", "C", "C", "O", "N", "C", "H", "H", "H", "H", "H", "H", "H", "C", "C", "O", "N", "C", "H", "H", "H", "H", "H", "H", "H", "C", "C", "O", "N", "C", "H", "H", "H", "H", "H", "H", "H", "C", "C", "O", "N", "C", "H", "H", "H", "H", "H", "H", "H", "C", "C", "O", "N", "C", "H", "H", "H", "H", "H", "H", "H", "C", "C", "O", "N", "C", "H", "H", "H", "H", "H", "H", "H"], "positions_angstrom": [[-4.42930, 1.64578, 1.59497], [-0.04301, 1.18429, -1.31085], [-0.30062, 2.38777, -1.84409], [-0.82758, 0.18743, -1.82237], [1.27022, 0.93889, -1.56413], [-0.25474, 1.28821, 0.64090], [0.79476, 2.20741, 1.10632], [-1.62663, 1.76664, 0.81226], [-0.14741, -0.10817, 1.14109], [4.16279, -2.88529, -1.66049], [3.46928, -3.96321, -0.76819], [2.04036, -3.66169, -0.51660], [1.38510, -4.71530, 0.29412], [1.19759, -6.04280, -0.41758], [1.83061, -2.29485, 0.05186], [2.55856, -2.09612, 1.45562], [5.16361, -3.23819, -1.90932], [4.29050, -1.93987, -1.13326], [3.57795, -2.80555, -2.57684], [3.47339, -4.92508, -1.28092], [3.95256, -4.04971, 0.20498], [1.99332, -4.95173, 1.16720], [0.46245, -4.22926, 0.61127], [0.92695, -6.79753, 0.32083], [0.31841, -5.90520, -1.04704], [2.10694, -6.40481, -0.89730], [0.75051, -2.15432, 0.01021], [2.18319, -1.53120, -0.64140], [2.19204, -2.80940, 2.19385], [2.27627, -1.10313, 1.80543], [3.63905, -2.21107, 1.36935], [-1.99593, 0.17172, 5.77301], [-1.70353, -0.03377, 4.31453], [-2.51955, 0.29039, 3.45568], [-0.49349, -0.52230, 3.87734], [0.63357, -0.84363, 4.72931], [-2.36752, -0.73858, 6.24352], [-2.79939, 0.89736, 5.89953], [-1.13142, 0.53893, 6.32607], [-0.28118, -0.55055, 2.89032], [1.20193, -1.65241, 4.27003], [0.47698, -1.18465, 5.75268], [1.32300, 0.00063, 4.73406], [-1.93710, -2.73134, 0.76307], [-3.38343, -2.29684, 0.73408], [-3.67769, -1.13878, 1.07401], [-4.34623, -3.19613, 0.36535], [-5.73787, -2.91571, 0.17882], [-1.54799, -2.70478, 1.78090], [-1.33981, -2.04522, 0.16257], [-1.74438, -3.65540, 0.21803], [-4.12614, -4.17857, 0.44578], [-6.01141, -1.95839, 0.62247], [-6.31274, -3.67935, 0.70272], [-5.90215, -2.91986, -0.89872], [2.85790, 8.47636, 1.06132], [2.16948, 7.15397, 1.13033], [1.00656, 7.15345, 1.56161], [2.86166, 6.08298, 0.73580], [2.30435, 4.73159, 0.66765], [3.86492, 8.48499, 0.64427], [2.85528, 8.93473, 2.05026], [2.21793, 9.09082, 0.42810], [3.83761, 6.21893, 0.51411], [1.91618, 4.39655, 1.62951], [3.13486, 4.04703, 0.49519], [1.59507, 4.59402, -0.14850], [-3.45251, 2.63814, -3.20545], [-3.64797, 1.28899, -2.50410], [-3.84492, 1.36030, -1.29477], [-3.57979, 0.19049, -3.23558], [-3.82771, -1.09531, -2.62440], [-2.79200, 3.22374, -2.56599], [-4.41124, 3.15564, -3.23894], [-3.05375, 2.54297, -4.21542], [-3.58203, 0.30429, -4.23915], [-4.76104, -1.12612, -2.06222], [-2.99937, -1.50810, -2.04858], [-4.07307, -1.85413, -3.36742], [-0.43078, -2.92050, -3.06300], [0.61108, -3.14360, -4.15799], [0.45550, -2.62878, -5.27815], [1.71011, -3.77349, -3.81641], [2.79686, -4.13611, -4.76163], [0.02996, -2.20406, -2.38291], [-0.54595, -3.82783, -2.47005], [-1.36236, -2.52051, -3.46331], [1.77076, -4.18948, -2.89806], [3.16959, -3.27728, -5.31983], [2.41467, -4.86172, -5.47964], [3.64374, -4.59552, -4.25190], [3.79030, 1.06045, 0.18189], [4.32987, 1.41974, 1.55695], [5.50384, 1.46318, 1.84380], [3.40512, 1.66179, 2.45330], [3.73468, 1.96633, 3.85146], [4.43001, 0.28478, -0.23908], [3.88462, 1.90208, -0.50430], [2.75810, 0.73958, 0.32232], [2.44396, 1.71112, 2.14697], [4.63735, 1.44499, 4.17005], [2.93267, 1.61129, 4.49862], [3.86960, 3.03613, 4.01091], [-2.54068, -1.53342, -6.73626], [-2.02279, -0.17193, -6.27645], [-2.63089, 0.86410, -6.54154], [-0.87168, -0.17802, -5.55788], [-0.27714, 0.99050, -4.99289], [-3.59234, -1.51506, -7.02225], [-2.40732, -2.14387, -5.84314], [-1.93004, -1.93933, -7.54276], [-0.38742, -1.06155, -5.48749], [-0.97756, 1.67528, -4.51479], [0.29869, 1.46632, -5.78669], [0.47302, 0.67339, -4.26846], [-3.53337, 3.93408, 5.73060], [-2.53830, 3.76064, 4.51138], [-2.97201, 3.41433, 3.42791], [-1.23335, 3.79697, 4.83817], [-0.13647, 3.43555, 3.97387], [-4.08440, 3.01027, 5.90680], [-4.25721, 4.72479, 5.53326], [-2.98981, 4.09304, 6.66193], [-1.06502, 4.10156, 5.78632], [-0.26246, 2.44274, 3.54194], [0.81451, 3.48173, 4.50455], [-0.11874, 4.23376, 3.23181]], "charge": 1, "total_energy_ev": -92909.695, "multiplicity": 2, "e_homo_ev": [-10.55, -10.55]}

=====

> What is the formula in the third record?

C35H65F5NO15S